{"formula": "C47H66ClN6O5", "method": "the ωB97M-V functional and the def2-TZVPD basis", "species": ["C", "C", "C", "Cl", "C", "C", "C", "C", "C", "C", "C", "C", "C", "O", "C", "N", "C", "O", "C", "C", "C", "O", "C", "C", "C", "O", "C", "C", "O", "H", "H", "H", "H", "H", "H", "H", "H", "H", "H", "H", "H", "H", "H", "H", "H", "H", "H", "H", "H", "H", "H", "H", "H", "H", "H", "H", "H", "H", "H", "H", "H", "H", "H", "H", "H", "H", "H", "H", "H", "H", "N", "C", "C", "C", "C", "C", "H", "H", "H", "H", "H", "N", "C", "C", "C", "C", "C", "H", "H", "H", "H", "H", "N", "C", "C", "C", "C", "C", "H", "H", "H", "H", "H", "N", "C", "C", "C", "C", "C", "H", "H", "H", "H", "H", "N", "C", "C", "C", "C", "C", "H", "H", "H", "H", "H"], "xyz": [[0.242, 2.362, -0.664], [1.511, 2.059, 0.130], [1.445, 2.246, 1.686], [-0.030, 3.186, 2.134], [1.483, 0.879, 2.416], [2.906, 0.350, 2.273], [3.240, -1.075, 1.834], [2.630, -2.295, 2.533], [1.126, -2.497, 2.323], [0.745, -3.001, 0.920], [0.300, -1.827, 0.007], [-0.803, -2.178, -0.977], [-2.233, -2.097, -0.370], [-2.257, -2.118, 1.055], [-2.590, -0.865, 1.616], [3.594, 0.984, 3.428], [2.744, 1.412, 4.270], [3.030, 2.075, 5.338], [2.488, 3.438, 5.345], [1.675, 3.759, 6.607], [0.163, 3.824, 6.408], [2.018, 2.836, 7.622], [1.290, 1.069, 3.950], [1.079, -0.225, 4.789], [0.892, 0.003, 6.288], [-0.394, 0.580, 6.626], [-1.294, -0.429, 6.942], [-2.235, -0.838, 5.808], [-1.372, -0.913, 7.993], [0.411, 1.980, -1.676], [0.083, 3.433, -0.749], [-0.617, 1.815, -0.280], [1.816, 1.020, -0.044], [2.346, 2.667, -0.220], [2.298, 2.832, 2.039], [0.694, 0.351, 1.887], [3.348, 0.929, 1.448], [3.036, -1.153, 0.765], [4.329, -1.184, 1.912], [2.923, -2.385, 3.581], [3.106, -3.163, 2.066], [0.816, -3.259, 3.045], [0.507, -1.628, 2.531], [-0.143, -3.619, 1.048], [1.495, -3.639, 0.454], [-0.084, -1.010, 0.623], [1.189, -1.456, -0.517], [-0.654, -3.121, -1.492], [-0.782, -1.404, -1.755], [-2.811, -2.921, -0.792], [-2.740, -1.186, -0.697], [-2.075, -0.066, 1.063], [-3.666, -0.665, 1.615], [-2.186, -0.855, 2.630], [4.594, 1.122, 3.518], [1.935, 3.691, 4.438], [3.368, 4.079, 5.347], [1.985, 4.767, 6.911], [-0.284, 2.900, 6.042], [-0.165, 4.638, 5.758], [-0.284, 4.004, 7.389], [1.407, 3.004, 8.353], [0.549, 1.813, 4.219], [1.984, -0.825, 4.690], [0.210, -0.776, 4.444], [0.916, -0.990, 6.748], [1.682, 0.566, 6.778], [-2.050, -1.891, 5.595], [-1.958, -0.299, 4.903], [-3.265, -0.645, 6.087], [1.222, 7.538, -1.938], [0.925, 6.428, -1.265], [0.143, 6.404, -0.121], [-0.360, 7.605, 0.355], [-0.062, 8.771, -0.330], [0.728, 8.682, -1.467], [1.343, 5.512, -1.672], [-0.066, 5.470, 0.383], [-0.974, 7.631, 1.246], [-0.434, 9.729, 0.008], [0.984, 9.568, -2.036], [1.678, 0.372, -3.051], [1.346, -0.642, -3.855], [2.260, -1.569, -4.337], [3.589, -1.436, -3.971], [3.953, -0.388, -3.140], [2.963, 0.481, -2.711], [0.294, -0.705, -4.116], [1.936, -2.374, -4.983], [4.333, -2.138, -4.328], [4.981, -0.247, -2.833], [3.202, 1.316, -2.057], [0.364, -5.275, -1.405], [1.237, -5.155, -2.406], [1.823, -6.233, -3.050], [1.487, -7.510, -2.630], [0.583, -7.656, -1.591], [0.052, -6.512, -1.017], [1.473, -4.135, -2.699], [2.524, -6.076, -3.859], [1.923, -8.379, -3.107], [0.295, -8.635, -1.234], [-0.662, -6.578, -0.202], [-1.951, 0.098, -4.260], [-2.428, 0.421, -5.462], [-3.607, 1.125, -5.655], [-4.332, 1.512, -4.539], [-3.851, 1.183, -3.281], [-2.660, 0.480, -3.204], [-1.828, 0.096, -6.306], [-3.948, 1.364, -6.653], [-5.257, 2.063, -4.648], [-4.385, 1.465, -2.384], [-2.232, 0.198, -2.248], [-5.922, -1.868, -7.633], [-6.273, -2.879, -8.427], [-5.377, -3.813, -8.926], [-4.041, -3.688, -8.585], [-3.656, -2.642, -7.762], [-4.632, -1.765, -7.315], [-7.328, -2.936, -8.670], [-5.719, -4.615, -9.565], [-3.310, -4.395, -8.955], [-2.622, -2.508, -7.472], [-4.380, -0.935, -6.667]], "e_above_lowest_kj_mol": 0.00, "spin_multiplicity": 1, "gap_ev": 8.22, "homo_ev": -10.9, "charge": 1}